{"formula": "C30H46FInN9O6P2Se", "method": "the ωB97M-V functional and the def2-TZVPD basis", "fmax_ev_per_a": 3.35, "homo_energy_ev": [-15.070, -15.070], "molar_mass_da": 903.48, "charge": 3, "e_lumo_ev": [-7.56, -7.56], "de_lowest_kcal_mol": 13.3, "symbols": ["In", "C", "N", "C", "P", "O", "O", "P", "O", "N", "C", "C", "N", "C", "C", "N", "C", "C", "H", "H", "H", "H", "H", "H", "H", "H", "H", "H", "H", "H", "H", "H", "H", "H", "H", "H", "H", "H", "H", "H", "H", "H", "C", "C", "N", "C", "C", "C", "O", "O", "C", "O", "C", "C", "C", "F", "C", "C", "C", "N", "C", "C", "N", "C", "C", "H", "H", "H", "H", "H", "H", "H", "H", "H", "H", "H", "H", "H", "H", "H", "H", "H", "H", "Se", "N", "C", "C", "C", "C", "C", "C", "N", "H", "H", "H", "H"], "xyz": [[1.70248, -1.47795, 0.17977], [3.13818, -4.49867, 3.13057], [2.43513, -3.33997, 3.82254], [2.86409, -3.15211, 5.20843], [0.95015, -2.88399, 3.26414], [1.03366, -2.97500, 1.75633], [0.58070, -1.41439, 3.79674], [0.32569, 0.00615, 2.98732], [0.47703, -0.17196, 1.47737], [-1.20034, 0.44207, 3.21654], [-2.24478, 0.40745, 2.17973], [-1.54550, 1.13705, 4.50875], [1.38920, 1.02609, 3.63222], [1.86022, 2.16200, 2.81046], [1.80384, 1.07055, 5.04751], [-0.21980, -3.88037, 3.91352], [-0.80482, -4.93475, 3.12091], [-0.81352, -3.55100, 5.23273], [2.66811, -5.46443, 3.48062], [4.20948, -4.44553, 3.43129], [3.04902, -4.37169, 2.06944], [2.44095, -3.94291, 5.82878], [2.55941, -2.17963, 5.62091], [3.99226, -3.20216, 5.28579], [-1.78710, 0.38828, 1.20284], [-2.79854, 1.38314, 2.28324], [-2.92613, -0.40757, 2.36015], [-0.64199, 1.30223, 5.13457], [-2.13447, 0.47553, 5.11229], [-2.04961, 2.13240, 4.39273], [2.72792, 1.87012, 2.15503], [2.15372, 2.96018, 3.48769], [1.10332, 2.47787, 2.09151], [1.57859, 0.14437, 5.57454], [1.36408, 1.86706, 5.61418], [2.91841, 1.15404, 5.09396], [-0.09887, -5.80310, 2.95229], [-1.15639, -4.58303, 2.14010], [-1.68824, -5.34695, 3.63904], [-0.10430, -2.92151, 5.85786], [-1.01989, -4.49515, 5.75634], [-1.68810, -2.92057, 5.10786], [0.22649, 1.75230, -6.56868], [0.95977, 2.69518, -5.54661], [0.82742, 2.19392, -4.14628], [1.93591, 1.73737, -3.45448], [1.84096, 0.86802, -2.34695], [3.14303, 0.52949, -1.70000], [4.20454, 0.73382, -2.33597], [3.20523, -0.01604, -0.52155], [0.57305, 0.32697, -1.98711], [0.42087, -0.78079, -1.32966], [-0.51805, 1.12377, -2.41674], [-1.81073, 0.94833, -1.82689], [-2.85262, 1.82266, -2.09213], [-4.09998, 1.57402, -1.55431], [-2.57849, 3.05725, -2.84831], [-1.35387, 3.09647, -3.54764], [-0.34881, 2.16853, -3.39500], [-3.42655, 4.18684, -2.81668], [-4.89553, 4.07967, -2.79286], [-5.54024, 5.39293, -3.16691], [-4.74083, 6.20231, -4.11535], [-3.41588, 6.56076, -3.47347], [-2.93004, 5.52639, -2.46300], [0.61504, 0.73087, -6.60582], [0.44045, 2.15859, -7.54698], [-0.84099, 1.77259, -6.42145], [0.49922, 3.67774, -5.63210], [2.04510, 2.70864, -5.74716], [2.91825, 2.03559, -3.79511], [-1.95456, 0.07250, -1.17103], [-1.13404, 3.96919, -4.16244], [-5.19234, 3.76042, -1.79258], [-5.26214, 3.25600, -3.43449], [-5.73983, 5.98892, -2.28617], [-6.51569, 5.18804, -3.61194], [-5.19903, 7.08205, -4.29435], [-4.56093, 5.72924, -5.01815], [-3.53979, 7.49718, -2.87498], [-2.62655, 6.72361, -4.25426], [-3.24994, 5.81071, -1.44825], [-1.84928, 5.55286, -2.37180], [4.12857, -2.28588, -2.12592], [2.82511, -2.86127, -1.00394], [2.73684, -4.22464, -0.96904], [1.75164, -5.04002, -0.34833], [1.90926, -6.41489, -0.44811], [2.84248, -6.99278, -1.31689], [3.86972, -6.28364, -1.94027], [3.75850, -4.84847, -1.79665], [4.61997, -4.05061, -2.42668], [0.94819, -4.60892, 0.24437], [1.22706, -7.03282, 0.16311], [2.73791, -8.07147, -1.44283], [4.56290, -6.82173, -2.63188]]}